# C24H21FNO14Sr

A structure of composition C24H21FNO14Sr in a non-equilibrium geometry (ωB97M-V/def2-TZVPD, the Open Molecules 2025 dataset).

Calculated values
HOMO-LUMO gap in eV: 3.63
Max |F| in eV Å⁻¹: 3.67
HOMO in Ha: 0.1990
Charge: -5
Energy relative to the best compared isomer or geometry (same formula, charge and spin) in eV: 0.569
Spin multiplicity: 1

Structure (XYZ):
```
62
Properties=species:S:1:pos:R:3:nbo_charge:R:1
Sr 0.796 0.293 -0.283 1.829
C 1.495 0.465 5.593 -0.557
C 0.598 0.905 4.532 0.444
C 1.329 1.176 3.173 0.426
O 0.696 1.258 2.081 -0.735
C 2.762 1.367 3.142 -0.545
C 3.528 0.990 4.251 0.385
C 2.889 0.515 5.551 0.377
O 3.526 0.456 6.660 -0.780
O 4.803 1.111 4.145 -0.757
O -0.600 1.084 4.688 -0.635
H 1.013 0.220 6.534 0.165
H 3.079 1.743 2.180 0.248
C -0.023 4.545 -1.974 -0.530
C -0.118 3.185 -1.488 0.428
C -1.153 2.875 -0.287 0.451
O -1.228 1.678 0.053 -0.712
C -1.810 4.061 0.183 -0.541
C -1.743 5.321 -0.388 0.405
C -0.743 5.601 -1.465 0.372
O -0.593 6.776 -1.959 -0.766
O -2.450 6.246 0.137 -0.730
O 0.797 2.409 -1.800 -0.713
H 0.746 4.650 -2.729 0.177
H -2.404 3.870 1.068 0.208
C -1.474 -2.849 -0.304 -0.577
C -2.469 -3.698 -0.903 0.448
C -4.026 -3.405 -0.544 0.388
O -4.868 -4.088 -1.169 -0.764
C -4.311 -2.280 0.256 -0.558
C -3.262 -1.534 0.846 0.404
C -1.782 -1.865 0.630 0.426
O -0.865 -1.187 1.190 -0.721
O -3.615 -0.733 1.750 -0.632
O -2.339 -4.776 -1.493 -0.715
H -0.426 -3.124 -0.395 0.163
H -5.318 -2.093 0.600 0.178
F 3.295 1.352 -0.546 -0.965
C 2.144 -2.143 1.667 -0.272
O 2.411 -1.617 0.376 -0.565
C 2.421 -2.572 -0.689 -0.072
C 2.490 -1.745 -1.984 -0.288
N 1.432 -0.853 -2.421 -0.641
C 0.424 -1.585 -3.249 -0.234
C -0.879 -0.848 -3.629 -0.061
O -1.274 -0.147 -2.486 -0.538
C -2.584 0.427 -2.697 -0.259
H 1.127 -2.517 1.791 0.212
H 2.310 -1.344 2.391 0.247
H 2.882 -2.923 1.905 0.129
H 1.622 -3.320 -0.779 0.178
H 3.304 -3.203 -0.526 0.157
H 2.989 -2.313 -2.787 0.142
H 3.301 -1.063 -1.683 0.270
H 1.785 -0.255 -3.162 0.378
H 0.248 -2.528 -2.721 0.210
H 0.961 -1.944 -4.146 0.130
H -1.650 -1.586 -3.876 0.178
H -0.616 -0.268 -4.526 0.137
H -2.642 1.356 -2.132 0.233
H -3.312 -0.334 -2.426 0.201
H -2.625 0.803 -3.725 0.140
```

=====

# C24H21GaNP

A structure of composition C24H21GaNP in a non-equilibrium geometry (ωB97M-V/def2-TZVPD, the Open Molecules 2025 dataset).

Calculated values
HOMO-LUMO gap (spin up / spin down) in eV: 4.71 / 4.93
Max |F| in eV Å⁻¹: 3.46
HOMO (spin up / spin down) in Ha: -0.5542 / -0.5535
Charge: +2
Spin multiplicity: 1

Structure (XYZ):
```
48
Properties=species:S:1:pos:R:3:nbo_charge:R:1
Ga 2.021 -1.475 1.237 1.407
C 2.832 0.121 3.516 -0.235
C 2.469 1.320 2.921 -0.180
C 3.162 1.788 1.811 -0.150
C 4.229 1.067 1.287 -0.207
C 4.613 -0.130 1.875 -0.203
C 3.907 -0.619 2.989 -0.237
H 2.346 -0.214 4.423 0.265
H 1.672 1.914 3.342 0.253
H 2.891 2.741 1.379 0.251
H 4.790 1.463 0.454 0.257
H 5.487 -0.660 1.518 0.264
H 4.264 -1.505 3.506 0.269
N 0.386 -0.527 1.085 -1.194
P -0.627 -0.419 -0.129 1.671
C -1.756 0.926 0.439 -0.247
C -2.550 1.481 -0.552 -0.233
C -3.452 2.472 -0.191 -0.167
C -3.508 2.919 1.119 -0.155
C -2.709 2.343 2.091 -0.189
C -1.809 1.340 1.759 -0.221
C 0.175 0.256 -1.621 -0.410
C -0.148 -0.160 -2.907 -0.205
C 0.642 0.276 -3.961 -0.128
C 1.691 1.154 -3.730 -0.177
C 1.974 1.606 -2.449 -0.186
C 1.214 1.152 -1.386 -0.213
C -1.573 -1.919 -0.497 -0.333
C -2.948 -2.014 -0.318 -0.180
C -3.584 -3.212 -0.600 -0.186
C -2.845 -4.301 -1.040 -0.137
C -1.475 -4.196 -1.239 -0.194
C -0.828 -3.011 -0.943 -0.213
H -2.503 1.149 -1.579 0.237
H -4.101 2.885 -0.949 0.244
H -4.183 3.724 1.374 0.246
H -2.777 2.667 3.118 0.241
H -1.183 0.881 2.506 0.228
H -0.976 -0.830 -3.090 0.238
H 0.444 -0.075 -4.963 0.236
H 2.300 1.483 -4.558 0.243
H 2.786 2.298 -2.278 0.232
H 1.420 1.469 -0.368 0.215
H -3.519 -1.160 0.021 0.239
H -4.652 -3.297 -0.467 0.247
H -3.344 -5.236 -1.235 0.246
H -0.915 -5.035 -1.624 0.243
H 0.247 -2.903 -1.095 0.208
```

=====

# C24H21N5O5S3Yb

A structure of composition C24H21N5O5S3Yb in a non-equilibrium geometry (ωB97M-V/def2-TZVPD, the Open Molecules 2025 dataset).

Calculated values
HOMO-LUMO gap (spin up / spin down) in eV: 7.76 / 7.76
Max |F| in eV Å⁻¹: 1.58
HOMO (spin up / spin down) in Ha: -0.1910 / -0.1909
Charge: -1
Expectation value of S²: 0.751
Energy relative to the best compared isomer or geometry (same formula, charge and spin) in eV: 0.819
Spin multiplicity: 2

Structure (XYZ):
```
59
Properties=species:S:1:pos:R:3:nbo_charge:R:1
Yb 0.462 1.578 -1.079 1.660
O 0.676 3.016 2.779 -0.637
C 1.068 2.742 1.660 0.765
O 0.534 3.075 0.527 -0.814
C 2.332 1.914 1.462 0.124
C 3.194 1.487 2.456 -0.215
C 4.317 0.761 2.061 -0.168
C 4.539 0.478 0.719 -0.219
C 3.588 0.905 -0.198 0.123
N 2.539 1.603 0.193 -0.480
C 3.600 0.701 -1.706 0.750
O 4.668 0.468 -2.262 -0.674
O 2.455 0.866 -2.245 -0.779
H 2.979 1.721 3.488 0.239
H 5.023 0.416 2.807 0.211
H 5.408 -0.065 0.376 0.235
C -2.369 3.201 0.722 -0.663
C -2.075 1.803 0.288 0.361
N -1.960 1.568 -0.984 -0.382
N -2.107 0.213 -1.306 -0.432
C -1.582 -0.202 -2.406 -0.037
S -0.469 0.585 -3.464 -0.303
S -1.954 -1.876 -2.887 0.267
C -2.902 -2.510 -1.478 -0.606
C -2.199 -3.655 -0.800 0.076
C -2.781 -4.911 -0.720 -0.251
C -2.124 -5.961 -0.088 -0.218
C -0.874 -5.757 0.471 -0.234
C -0.283 -4.500 0.391 -0.199
C -0.938 -3.458 -0.240 -0.225
C -1.913 0.749 1.310 -0.233
C -2.788 0.652 2.389 -0.152
C -2.617 -0.313 3.365 -0.280
C -1.528 -1.176 3.273 -0.173
C -0.624 -1.071 2.235 -0.302
C -0.785 -0.100 1.238 0.466
O 0.116 0.025 0.276 -0.874
H -3.415 3.229 1.046 0.215
H -2.249 3.889 -0.114 0.238
H -1.738 3.506 1.555 0.258
H -3.894 -2.808 -1.818 0.213
H -3.019 -1.665 -0.795 0.283
H -3.759 -5.072 -1.159 0.201
H -2.591 -6.936 -0.037 0.201
H -0.358 -6.572 0.963 0.202
H 0.696 -4.332 0.821 0.206
H -0.474 -2.482 -0.312 0.234
H -3.624 1.337 2.451 0.202
H -3.315 -0.390 4.188 0.202
H -1.378 -1.937 4.029 0.200
H 0.236 -1.725 2.170 0.212
N 2.785 3.877 -2.432 -0.779
C 1.678 3.639 -3.164 0.313
N 1.844 2.927 -4.297 -0.783
S 0.154 4.153 -2.644 -0.213
H 3.611 3.313 -2.577 0.404
H 2.628 4.244 -1.504 0.422
H 2.583 2.232 -4.291 0.416
H 0.972 2.607 -4.702 0.422
```

=====

# C24H21NO4P2PdS

A structure of composition C24H21NO4P2PdS in a non-equilibrium geometry (ωB97M-V/def2-TZVPD, the Open Molecules 2025 dataset).

Calculated values
HOMO-LUMO gap (spin up / spin down) in eV: 6.43 / 6.46
Max |F| in eV Å⁻¹: 3.99
HOMO (spin up / spin down) in Ha: -0.3085 / -0.3087
Spin multiplicity: 1

Structure (XYZ):
```
54
Properties=species:S:1:pos:R:3:nbo_charge:R:1
Pd -0.888 0.933 2.119 0.746
N 0.332 -1.048 0.328 -1.254
P -1.352 -0.777 0.557 1.185
C -1.914 0.071 -0.961 -0.314
C -1.931 -0.569 -2.198 -0.226
C -2.391 0.115 -3.310 -0.219
C -2.837 1.423 -3.188 -0.189
C -2.814 2.061 -1.959 -0.192
C -2.354 1.388 -0.840 -0.213
C -2.037 -2.439 0.269 -0.386
C -3.425 -2.550 0.280 -0.123
C -4.023 -3.778 0.065 -0.221
C -3.239 -4.902 -0.153 -0.191
C -1.858 -4.795 -0.152 -0.195
C -1.257 -3.569 0.072 -0.206
P 1.222 0.076 1.278 1.129
C 2.934 -0.557 1.112 -0.247
C 3.259 -1.772 0.525 -0.235
C 4.585 -2.166 0.455 -0.203
C 5.581 -1.365 0.986 -0.193
C 5.254 -0.173 1.615 -0.187
C 3.934 0.228 1.683 -0.223
C 1.349 1.579 0.238 -0.300
C 1.626 2.766 0.919 -0.204
C 1.767 3.949 0.217 -0.193
C 1.597 3.964 -1.159 -0.196
C 1.281 2.795 -1.831 -0.196
C 1.167 1.601 -1.140 -0.247
H 0.675 -1.263 -0.606 0.402
H -1.603 -1.598 -2.282 0.214
H -2.412 -0.373 -4.274 0.217
H -3.213 1.938 -4.058 0.217
H -3.161 3.077 -1.865 0.226
H -2.348 1.880 0.133 0.265
H -4.021 -1.664 0.454 0.218
H -5.100 -3.857 0.066 0.223
H -3.704 -5.862 -0.322 0.221
H -1.244 -5.664 -0.328 0.219
H -0.181 -3.480 0.092 0.223
H 2.480 -2.407 0.127 0.216
H 4.853 -3.096 -0.026 0.220
H 6.612 -1.676 0.919 0.220
H 6.036 0.440 2.040 0.222
H 3.657 1.151 2.173 0.225
H 1.719 2.753 2.000 0.229
H 2.001 4.859 0.747 0.222
H 1.691 4.891 -1.707 0.217
H 1.125 2.807 -2.901 0.214
H 0.927 0.697 -1.687 0.203
O -2.710 1.748 3.044 -0.920
S -1.708 2.857 3.153 2.497
O -2.186 4.053 3.759 -0.932
O -0.501 2.256 3.805 -0.922
O -1.253 3.041 1.716 -1.064
```

=====

# C24H22AsN4O7SV

A structure of composition C24H22AsN4O7SV in a non-equilibrium geometry (ωB97M-V/def2-TZVPD, the Open Molecules 2025 dataset).

Calculated values
HOMO-LUMO gap (spin up / spin down) in eV: 7.70 / 7.71
Max |F| in eV Å⁻¹: 4.91
HOMO (spin up / spin down) in Ha: -0.4264 / -0.4282
Charge: +1
Expectation value of S²: 0.758
Energy relative to the best compared isomer or geometry (same formula, charge and spin) in eV: 1.570
Spin multiplicity: 2

Structure (XYZ):
```
60
Properties=species:S:1:pos:R:3:nbo_charge:R:1
V -0.499 0.583 0.232 1.493
O -1.620 0.870 -3.842 -1.011
As -1.495 -0.260 -2.508 1.519
O -0.357 0.562 -1.480 -0.919
O -1.354 -0.982 0.191 -0.707
C -3.268 -0.015 -1.605 -0.378
C -4.154 -1.086 -1.740 -0.215
C -5.380 -1.083 -1.093 -0.167
C -5.757 -0.008 -0.300 -0.201
C -4.901 1.074 -0.173 -0.191
C -3.681 1.051 -0.828 -0.303
S -2.580 2.413 -0.588 2.400
O -1.824 2.683 -1.783 -0.954
O -3.242 3.523 0.018 -0.899
O -1.622 1.799 0.457 -0.839
H -1.594 1.770 -3.483 0.508
H -3.863 -1.919 -2.374 0.225
H -6.045 -1.928 -1.201 0.231
H -6.712 -0.012 0.202 0.234
H -5.157 1.947 0.410 0.250
C 2.533 -2.309 1.671 -0.235
C 1.348 -1.786 1.154 0.120
N 1.238 -0.552 0.690 -0.459
C 2.352 0.211 0.717 0.229
C 3.614 -0.237 1.177 -0.095
C 3.678 -1.544 1.682 -0.095
C 4.726 0.657 1.115 -0.178
C 4.585 1.919 0.637 -0.116
C 3.310 2.424 0.245 -0.120
C 3.079 3.744 -0.172 -0.082
C 1.781 4.130 -0.427 -0.234
C 0.732 3.225 -0.256 0.130
N 0.923 1.964 0.096 -0.482
C 2.191 1.565 0.316 0.227
H 2.533 -3.316 2.054 0.247
H 0.470 -2.413 1.149 0.222
H 4.603 -1.931 2.078 0.239
H 5.688 0.303 1.451 0.234
H 5.429 2.589 0.578 0.228
H 3.906 4.431 -0.266 0.238
H 1.560 5.137 -0.742 0.250
H -0.288 3.536 -0.431 0.238
C -2.922 0.165 2.842 -0.673
C -1.552 0.574 3.218 0.438
N -0.497 0.691 2.429 -0.532
C 0.527 1.145 3.219 -0.090
C 0.092 1.276 4.500 -0.070
N -1.220 0.904 4.483 -0.492
H -3.202 0.663 1.913 0.234
H -3.626 0.441 3.624 0.227
H -2.955 -0.917 2.687 0.288
H 1.505 1.354 2.831 0.209
H 0.594 1.592 5.390 0.235
H -1.836 0.878 5.281 0.436
C -1.510 -3.240 -0.518 -0.730
C -1.646 -2.194 0.568 0.810
O -1.990 -2.463 1.702 -0.599
H -1.406 -4.222 -0.065 0.245
H -0.670 -3.001 -1.172 0.234
H -2.422 -3.226 -1.115 0.250
```